# 1
Entry from the OMol25 dataset: 2 unconnected molecules or ions with the total composition C4H11NO2 (ωB97M-V with the def2-TZVPD basis set).

## Properties
ΔE to the lowest compared entry with this formula, charge and spin (eV): 2.0555
M (g mol⁻¹): 105.14
HOMO energy (eV): -9.10
Orbital gap (eV): 9.728
Total energy (eV): -9910.1864
Multiplicity: 1
SMILES string: CC(=O)O.CCN

Geometry as XYZ:
```
18
Properties=species:S:1:pos:R:3:mulliken_charge:R:1
C -1.209 1.517 2.083 -0.836
C -1.933 1.109 0.871 0.679
O -1.647 1.488 -0.242 -0.569
O -2.961 0.294 1.136 -0.474
H -0.227 0.987 1.929 0.135
H -1.439 1.397 3.137 0.333
H -0.606 2.392 1.963 0.357
H -3.407 0.163 0.212 0.376
C 1.540 -1.787 -0.254 -0.997
C 1.270 -1.069 -1.661 -0.225
N 1.433 0.383 -1.606 -0.649
H 1.197 -1.082 0.445 0.148
H 2.623 -1.909 -0.092 0.269
H 0.913 -2.531 0.188 0.430
H 1.981 -1.583 -2.391 0.324
H 0.268 -1.416 -1.824 0.228
H 1.478 0.695 -2.592 0.222
H 0.726 0.954 -1.303 0.248
```

---

# 2
Entry from the OMol25 dataset: 2 unconnected molecules or ions with the total composition C2H2OS (ωB97M-V with the def2-TZVPD basis set).

## Properties
ΔE to the lowest compared entry with this formula, charge and spin (eV): 4.9822
M (g mol⁻¹): 74.10
HOMO energy (spin up / spin down) (eV): -8.11 / -10.76
Orbital gap (spin up / spin down) (eV): 8.237 / 8.644
Total energy (eV): -14980.9143
Multiplicity: 3

Geometry as XYZ:
```
6
Properties=species:S:1:pos:R:3:mulliken_charge:R:1
C -0.179 -0.679 -0.770 -0.331
C -0.547 0.243 0.008 -0.032
O 1.490 -0.096 1.520 -0.394
S 0.263 -0.736 1.234 0.328
H -0.057 -1.137 -1.752 0.347
H -0.970 2.406 -0.240 0.082
```

---

# 3
Entry from the OMol25 dataset: 10 unconnected molecules or ions with the total composition C20H60O20 (ωB97M-V with the def2-TZVPD basis set).

## Properties
ΔE to the lowest compared entry with this formula, charge and spin (eV): 1.9765
M (g mol⁻¹): 620.68
HOMO energy (eV): -9.88
Orbital gap (eV): 10.210
Total energy (eV): -62657.3701
Multiplicity: 1
SMILES string: OCCO.OCCO.OCCO.OCCO.OCCO.OCCO.OCCO.OCCO.OCCO.OCCO

Geometry as XYZ:
```
100
Properties=species:S:1:pos:R:3:mulliken_charge:R:1
O 20.053 -18.081 6.177 0.215
C 20.088 -18.374 7.586 -0.396
C 18.750 -18.718 8.172 0.598
O 18.922 -19.465 9.347 -0.500
H 20.713 -18.635 5.742 -0.140
H 20.881 -19.072 7.857 -0.009
H 20.439 -17.408 7.975 0.154
H 18.153 -19.291 7.439 0.036
H 18.125 -17.828 8.314 -0.224
H 18.049 -19.682 9.710 0.098
O 22.680 -13.438 3.824 -0.537
C 21.772 -14.517 4.117 -0.677
C 22.455 -15.496 5.037 0.229
O 23.514 -16.198 4.420 -0.497
H 22.438 -13.055 2.976 0.308
H 20.922 -14.069 4.639 0.364
H 21.464 -15.035 3.204 0.407
H 21.681 -16.221 5.322 -0.203
H 22.796 -14.989 5.942 0.329
H 23.652 -15.927 3.508 0.329
O 24.085 -19.016 7.441 -0.518
C 23.840 -19.701 8.670 -0.139
C 24.063 -18.839 9.878 -0.448
O 23.206 -17.718 9.805 -0.310
H 23.584 -18.195 7.431 0.260
H 22.769 -19.957 8.640 -0.063
H 24.419 -20.618 8.674 0.407
H 25.128 -18.556 9.885 0.316
H 23.926 -19.431 10.791 0.392
H 23.361 -17.189 10.593 0.174
O 16.536 -21.999 8.541 -0.229
C 16.183 -23.351 8.244 -0.590
C 16.670 -24.305 9.302 -0.145
O 16.277 -25.628 8.971 -0.552
H 17.483 -21.916 8.397 0.066
H 15.106 -23.397 8.094 0.341
H 16.620 -23.612 7.270 0.308
H 16.217 -24.010 10.259 0.297
H 17.755 -24.278 9.449 0.129
H 16.215 -26.125 9.790 0.322
O 16.349 -16.327 7.922 -0.354
C 15.202 -16.673 7.175 -0.104
C 13.984 -15.934 7.684 -0.768
O 14.327 -14.547 7.754 -0.562
H 16.158 -15.501 8.377 0.266
H 15.313 -16.370 6.127 0.197
H 14.945 -17.733 7.232 0.357
H 13.793 -16.261 8.717 0.317
H 13.095 -16.164 7.097 0.430
H 13.519 -14.027 7.736 0.304
O 20.498 -21.299 10.728 -0.512
C 19.350 -22.076 11.003 0.990
C 19.754 -23.440 11.454 -0.662
O 20.316 -23.392 12.773 -0.578
H 20.174 -20.596 10.144 0.440
H 18.645 -21.608 11.705 0.217
H 18.728 -22.135 10.097 -0.678
H 20.514 -23.908 10.818 0.331
H 18.925 -24.145 11.498 0.256
H 21.003 -22.717 12.745 0.340
O 18.032 -16.627 4.863 -0.480
C 17.483 -17.381 3.790 -0.660
C 17.203 -18.802 4.190 -0.180
O 16.262 -18.885 5.237 -0.495
H 18.849 -17.040 5.180 0.283
H 16.526 -16.891 3.585 0.327
H 18.117 -17.284 2.902 0.366
H 18.123 -19.289 4.549 0.113
H 16.870 -19.373 3.322 0.413
H 16.454 -18.229 5.916 0.187
O 13.107 -20.203 9.518 -0.570
C 14.271 -20.070 10.292 -0.646
C 15.215 -19.028 9.718 0.621
O 16.428 -19.035 10.482 -0.525
H 13.347 -20.587 8.670 0.326
H 14.000 -19.803 11.312 0.360
H 14.809 -21.023 10.356 0.196
H 14.707 -18.062 9.798 0.252
H 15.474 -19.220 8.677 -0.237
H 16.581 -18.195 10.921 0.242
O 21.121 -15.393 10.976 -0.462
C 21.141 -13.993 10.755 -0.240
C 22.246 -13.446 11.643 -0.369
O 22.181 -12.026 11.665 -0.517
H 20.664 -15.847 10.263 0.250
H 21.308 -13.747 9.703 0.275
H 20.195 -13.527 11.057 0.266
H 23.195 -13.828 11.247 0.204
H 22.099 -13.841 12.651 0.290
H 22.559 -11.739 12.500 0.312
O 23.051 -19.778 1.251 -0.543
C 22.916 -18.499 1.944 -0.632
C 21.926 -18.816 3.036 -0.046
O 22.457 -19.613 4.062 -0.523
H 23.591 -19.656 0.466 0.290
H 23.918 -18.305 2.325 0.325
H 22.490 -17.778 1.244 0.345
H 21.137 -19.381 2.507 0.302
H 21.361 -17.959 3.406 0.118
H 22.896 -20.353 3.629 0.334
```

---

# 4
Entry from the OMol25 dataset: a molecular structure, C23H23AsPSr (ωB97M-V with the def2-TZVPD basis set).

## Properties
M (g mol⁻¹): 492.95
HOMO energy (eV): -0.49
Orbital gap (eV): 3.080
Total energy (eV): -95181.9839
Total charge: -1
Multiplicity: 1

Geometry as XYZ:
```
49
Properties=species:S:1:pos:R:3:mulliken_charge:R:1
C -1.381 -0.832 0.279 -0.686
C -1.874 -1.962 -0.446 -0.462
C -2.006 -1.838 -1.881 -0.742
C -1.720 -0.411 -2.149 -0.503
C -1.205 0.283 -0.888 0.050
Sr 0.640 -1.783 -1.359 0.240
P 1.012 -0.747 1.645 -0.238
H -1.688 -0.575 1.339 0.516
H -2.210 -2.866 0.113 0.220
H -2.400 -2.696 -2.507 0.343
H -0.938 1.450 -0.813 -0.062
H -1.740 0.110 -3.173 0.283
H 2.468 -0.888 1.918 0.112
H 0.644 -1.816 2.552 0.095
H 0.820 0.341 2.589 0.028
C 5.794 2.314 2.923 -0.493
C 4.507 2.599 3.409 -0.454
C 3.365 2.582 2.576 -0.299
C 3.478 2.271 1.202 0.147
C 4.769 2.133 0.684 -0.268
C 5.903 2.142 1.528 -0.422
As 1.843 1.755 0.158 0.983
C 0.999 3.479 0.664 0.238
C -0.356 3.344 1.056 -0.692
C -0.940 4.416 1.747 -0.444
C -0.256 5.621 1.964 -0.653
C 1.027 5.763 1.427 -0.735
C 1.675 4.692 0.799 0.328
C 2.657 2.284 -1.534 -0.026
C 2.394 3.527 -2.102 -0.535
C 2.829 3.782 -3.413 -0.561
C 3.472 2.796 -4.171 -0.485
C 3.754 1.565 -3.565 -0.612
C 3.362 1.285 -2.248 -0.214
H 6.687 2.321 3.587 0.316
H 4.382 2.878 4.467 0.314
H 2.370 2.789 2.986 0.313
H 4.888 2.020 -0.398 0.245
H 6.897 2.053 1.070 0.333
H -0.930 2.417 0.864 -0.054
H -1.952 4.289 2.132 0.399
H -0.730 6.436 2.528 0.348
H 1.546 6.712 1.528 0.355
H 2.708 4.793 0.452 0.504
H 1.842 4.270 -1.517 0.353
H 2.674 4.784 -3.818 0.356
H 3.818 3.021 -5.196 0.333
H 4.341 0.817 -4.107 0.376
H 3.629 0.319 -1.774 0.513
```

---

# 5
Entry from the OMol25 dataset: a molecular structure, C11H11N2 (ωB97M-V with the def2-TZVPD basis set).

## Properties
ΔE to the lowest compared entry with this formula, charge and spin (eV): 3.8029
M (g mol⁻¹): 171.22
HOMO energy (eV): -13.29
Orbital gap (eV): 8.926
Total energy (eV): -14555.6956
Total charge: +1
Multiplicity: 1

Geometry as XYZ:
```
24
Properties=species:S:1:pos:R:3:mulliken_charge:R:1
C 0.897 -0.959 1.888 0.265
C -3.112 0.311 -0.634 -0.275
C -2.999 -1.071 -0.410 -0.803
C -2.067 1.244 -0.497 -0.994
C -1.758 -1.544 -0.145 -0.627
C -0.822 0.736 -0.149 1.025
C -0.685 -0.610 0.026 0.439
C 3.175 -0.727 -0.278 -0.174
C 0.302 1.602 0.224 -1.103
C 1.767 1.272 -0.456 -0.770
C 0.593 -1.096 0.425 0.081
N 1.253 -0.775 2.952 -0.372
N 2.085 -0.135 -0.166 0.001
H -4.172 0.632 -0.960 0.280
H -3.724 -1.791 -0.640 0.475
H -2.234 2.357 -0.583 0.358
H -1.555 -2.592 0.227 0.343
H 3.434 -1.743 0.142 0.272
H 4.076 -0.266 -0.682 0.296
H 0.137 2.653 0.031 0.499
H 0.420 1.478 1.289 0.383
H 1.420 1.259 -1.476 0.365
H 2.548 1.905 -0.241 0.570
H 1.021 -2.141 0.111 0.466
```

---

# 6
Entry from the OMol25 dataset: a molecular structure, C18H25BCdN8O3 (ωB97M-V with the def2-TZVPD basis set).

## Properties
ΔE to the lowest compared entry with this formula, charge and spin (eV): 0.0000
M (g mol⁻¹): 524.67
HOMO energy (eV): -8.61
Orbital gap (eV): 7.880
Total energy (eV): -42377.1829
Multiplicity: 1

Geometry as XYZ:
```
56
Properties=species:S:1:pos:R:3:mulliken_charge:R:1
H -1.356 -2.078 -2.093 0.429
N -2.300 -0.884 -0.571 -0.523
B -3.964 0.695 0.679 0.325
N -3.529 -0.273 -0.474 0.256
C -4.276 -0.625 -1.540 -0.195
Cd -0.871 -1.718 0.915 0.808
H -5.302 -0.300 -1.622 0.439
C -3.502 -1.437 -2.368 -0.905
H -3.818 -1.913 -3.282 0.371
C -2.254 -1.545 -1.760 0.064
H -5.158 0.778 0.682 -0.140
C 2.936 1.330 -0.192 -1.013
H 3.597 2.159 0.075 0.370
H 2.180 1.176 0.595 0.213
H 2.462 1.590 -1.149 0.239
N -3.375 2.116 0.397 0.423
N -3.497 0.041 2.025 0.341
N -2.060 2.236 -0.032 -0.692
N -2.231 -0.478 2.254 -0.785
C -3.953 3.340 0.449 -0.295
C -4.250 -0.154 3.128 -0.165
H -4.996 3.443 0.732 0.407
H -5.297 0.114 3.146 0.430
C -3.003 4.283 0.072 -0.726
C -3.467 -0.765 4.104 -0.847
C -1.834 3.534 -0.194 -0.221
C -2.192 -0.896 3.550 0.090
H -3.122 5.352 -0.002 0.364
H -3.778 -1.073 5.087 0.379
H -0.865 3.916 -0.498 0.426
H -1.293 -1.300 4.016 0.443
H 3.505 0.390 -0.326 0.219
C 6.011 -2.572 0.748 -1.297
C 5.760 -3.113 -0.647 -0.676
C 4.260 -3.319 -0.973 2.104
C 3.917 -3.597 -2.448 -0.940
C 4.308 -2.514 -3.445 -1.185
C 3.724 -4.423 -0.083 -0.208
O 4.358 -5.333 0.429 -0.613
N 2.360 -4.317 0.164 -0.005
C 1.666 -3.136 0.228 0.573
O 0.480 -3.268 0.704 -0.851
N 2.235 -1.994 -0.150 -0.368
C 3.497 -2.019 -0.624 -0.202
O 4.128 -0.948 -0.878 -0.729
H 5.434 -1.659 0.903 0.296
H 7.067 -2.318 0.872 0.439
H 5.740 -3.291 1.523 0.300
H 6.151 -2.411 -1.390 0.336
H 6.274 -4.077 -0.752 0.408
H 4.357 -4.558 -2.740 0.448
H 2.826 -3.722 -2.495 0.344
H 5.371 -2.258 -3.390 0.282
H 4.084 -2.887 -4.451 0.437
H 3.727 -1.598 -3.282 0.280
H 1.911 -5.112 0.604 0.299
```

---

Question: What is the M in the third record?
Answer: 620.68 g mol⁻¹

---

Repeat the second record exactly.
Entry from the OMol25 dataset: 2 unconnected molecules or ions with the total composition C2H2OS (ωB97M-V with the def2-TZVPD basis set).

## Properties
ΔE to the lowest compared entry with this formula, charge and spin (eV): 4.9822
M (g mol⁻¹): 74.10
HOMO energy (spin up / spin down) (eV): -8.11 / -10.76
Orbital gap (spin up / spin down) (eV): 8.237 / 8.644
Total energy (eV): -14980.9143
Multiplicity: 3

Geometry as XYZ:
```
6
Properties=species:S:1:pos:R:3:mulliken_charge:R:1
C -0.179 -0.679 -0.770 -0.331
C -0.547 0.243 0.008 -0.032
O 1.490 -0.096 1.520 -0.394
S 0.263 -0.736 1.234 0.328
H -0.057 -1.137 -1.752 0.347
H -0.970 2.406 -0.240 0.082
```

---

Question: Which value of M does entry 6 give?
Answer: 524.67 g mol⁻¹